P:
A single C4H2F4 molecule, computed with ωB97M-V/def2-TZVPD.

Structure (ORCA input):
```
! RIJCOSX wB97M-V def2-TZVPD def2/J DEFGRID3
* xyz 0 1
C -1.0270 0.9979 0.2342
C -2.4233 0.6775 0.0019
C -3.3681 -0.3170 0.0348
C -0.1749 -0.2204 0.0722
F -3.1194 1.7722 -0.3201
F -3.0544 -1.5823 0.2874
F -4.6448 -0.1438 0.0389
F -0.5664 -1.2751 -0.7076
H -0.2098 -0.6302 1.0350
H 0.8436 0.0999 -0.3128
*
```

Output
HOMO energy (spin up / spin down) = -0.3557 / -0.3557 Eh
HOMO-LUMO gap (spin up / spin down) = 8.18 / 8.18 eV
Molar mass = 126.05 g/mol
LUMO (spin up / spin down) = -1.50 / -1.50 eV



Q:
A single C4H2F4 molecule, computed with ωB97M-V/def2-TZVPD.

Structure (ORCA input):
```
! RIJCOSX wB97M-V def2-TZVPD def2/J DEFGRID3
* xyz 0 1
C -2.3812 -0.3699 0.7217
C -1.4034 0.0276 0.1715
C 0.2347 0.6812 -0.4993
F 0.4178 1.8804 0.0709
C 1.3047 -0.3154 -0.0912
F 1.4237 -1.2794 -1.0196
F 2.5027 0.2792 0.0114
F 1.0736 -0.9209 1.0761
H -3.2678 -0.7519 1.1334
H 0.0952 0.7692 -1.5749
*
```

Output
HOMO energy = -0.4019 Eh
HOMO-LUMO gap = 11.68 eV
Molar mass = 126.05 g/mol
SMILES = C#C[C@@H](F)C(F)(F)F
LUMO = 0.75 eV



Q: Which of them is the least stable? A: P.



P:
A single C4H7N3O2 molecule, computed with ωB97M-V/def2-TZVPD.

Structure (ORCA input):
```
! RIJCOSX wB97M-V def2-TZVPD def2/J DEFGRID3
* xyz 0 1
O -2.4359 0.3818 -0.7290
C -1.3330 -0.5583 -0.6716
C -0.5734 -0.3576 0.5705
C -0.3204 1.1370 0.7822
N 0.7212 1.7934 0.4451
O 1.7044 1.3098 -0.6169
C 2.2334 -0.0415 -0.6605
N 1.7969 -1.0532 -0.0987
N 0.6325 -1.2359 0.5640
H -2.1006 1.3625 -0.4330
H -1.6602 -1.5845 -0.7770
H -0.4435 -0.1975 -1.3777
H -1.2853 -0.5380 1.3318
H -0.8539 1.6187 1.6157
H 3.2928 0.1446 -1.0820
H 0.6252 -2.1812 1.1371
*
```

Output
HOMO energy = -0.3162 Eh
HOMO-LUMO gap = 9.00 eV
Molar mass = 129.12 g/mol
SMILES = OC[C@@H]1C=NOC=NN1
LUMO = 0.39 eV



Q:
A molecular structure, C4H7N3O2, computed with ωB97M-V/def2-TZVPD.

Structure (ORCA input):
```
! RIJCOSX wB97M-V def2-TZVPD def2/J DEFGRID3
* xyz 0 1
C -1.3150 0.2518 -0.5109
C 0.0918 1.2439 0.4755
C 0.9261 0.2465 0.0055
N 2.2692 0.1771 0.0647
N -0.1397 -1.9630 0.1747
C 0.0443 -0.7654 -0.6244
O -2.2677 -0.2944 0.3330
N -0.0210 2.3551 0.9997
O -1.6843 0.8787 -1.5064
H -3.1158 0.0227 -0.0217
H 2.6861 -0.7454 0.0285
H 2.7713 0.9249 0.5273
H 0.8087 2.9431 0.8687
H -0.5138 -1.7060 1.0887
H -0.8600 -2.5404 -0.2530
H 0.3198 -1.0292 -1.6499
*
```

Output
HOMO energy (spin up / spin down) = -0.2858 / -0.2869 Eh
HOMO-LUMO gap (spin up / spin down) = 6.95 / 6.92 eV
Molar mass = 129.12 g/mol
LUMO (spin up / spin down) = -0.83 / -0.89 eV



Q: Which of them is the least stable? A: P.



P:
A single C4H5N molecule, computed with ωB97M-V/def2-TZVPD.

Structure (ORCA input):
```
! RIJCOSX wB97M-V def2-TZVPD def2/J DEFGRID3
* xyz 0 1
C 0.2791 -1.0665 0.5209
C 0.7776 -0.5696 -0.7521
C 0.2402 0.7467 -0.9216
N -0.6406 0.9176 0.2037
C -0.6048 -0.1086 1.0941
H 0.7072 -2.0361 0.8194
H 1.4991 -0.7686 -1.5468
H 0.4112 1.3564 -1.6825
H -1.2947 1.7016 0.4184
H -1.3741 -0.1730 1.8464
*
```

Output
HOMO energy = -0.3020 Eh
HOMO-LUMO gap = 9.29 eV
Molar mass = 67.09 g/mol
SMILES = c1cc[nH]c1
LUMO = 1.07 eV



Q:
A single C4H5N molecule, computed with ωB97M-V/def2-TZVPD.

Structure (ORCA input):
```
! RIJCOSX wB97M-V def2-TZVPD def2/J DEFGRID3
* xyz 0 1
C 2.3334 -1.8960 -0.8229
C 0.5319 -0.3833 -0.1738
C -0.0775 0.5001 0.5631
C -1.5176 0.9505 0.4217
N 1.3789 -1.1640 -0.6210
H 2.5494 -2.7095 -1.5803
H 0.4320 1.1506 1.1933
H -1.9693 0.7917 -0.6330
H -1.3535 2.0950 0.4812
H -2.3076 0.6650 1.1717
*
```

Output
HOMO energy = -0.2824 Eh
HOMO-LUMO gap = 8.02 eV
Molar mass = 67.09 g/mol
LUMO = 0.33 eV



Q: Which of them is the least stable? A: Q.



P:
A single C4H5N molecule, computed with ωB97M-V/def2-TZVPD.

Structure (ORCA input):
```
! RIJCOSX wB97M-V def2-TZVPD def2/J DEFGRID3
* xyz 0 1
C -0.9946 -0.6045 -0.0971
C 0.2251 -0.6376 0.4694
C 0.9488 0.7219 0.0495
N -0.0007 1.4044 -0.6934
C -1.0864 0.5752 -0.8933
H -1.8005 -1.2565 0.2447
H 0.4935 -1.3846 1.1728
H 1.1386 1.1146 1.1006
H 1.7864 0.8547 -0.5099
H -1.9090 0.9279 -1.5042
*
```

Output
HOMO energy = -0.3412 Eh
HOMO-LUMO gap = 9.99 eV
Molar mass = 67.09 g/mol
SMILES = C1=CCN=C1
LUMO = 0.70 eV



Q:
2 unconnected molecules or ions with the total composition C4H5N, computed with ωB97M-V/def2-TZVPD.

Structure (ORCA input):
```
! RIJCOSX wB97M-V def2-TZVPD def2/J DEFGRID3
* xyz 0 1
C -2.1158 0.0266 0.1693
C 0.7903 0.7243 -0.2494
C 0.7303 -0.7372 -0.2589
C -0.0995 0.0303 0.5702
N -3.2057 0.0063 -0.1616
H 1.6497 1.2384 0.1666
H 0.6606 1.2748 -1.2605
H 0.3841 -1.2981 -1.0172
H 1.3779 -1.2951 0.3705
H -0.1719 0.0295 1.6710
*
```

Output
HOMO energy = -0.4199 Eh
HOMO-LUMO gap = 11.66 eV
Molar mass = 67.09 g/mol
LUMO = 0.24 eV



Q: Which of them is the least stable? A: Q.